The following is a DFT calculation (ωB97M-V with the def2-TZVPD basis set) of a molecular structure, C24H23AsBF5N10O7Rb.

Geometry as XYZ:
```
72
Properties=species:S:1:pos:R:3:forces:R:3:lowdin_charge:R:1
Rb 0.2709 0.2221 -1.0112 -0.1 0.0 0.0 0.79
C 1.1251 2.9883 3.0496 0.0 0.0 0.0 -0.08
C 0.1740 2.3940 2.2008 0.0 0.0 0.0 -0.21
N 0.4843 1.1341 1.9399 0.0 0.0 0.0 0.04
N 1.6225 0.8833 2.6164 0.0 0.0 0.0 0.01
C 2.0343 1.9797 3.2855 0.0 0.0 0.0 -0.07
B 2.2815 -0.5100 2.5444 0.0 -0.1 0.0 -0.67
N 3.2885 -0.6037 1.3823 0.0 0.1 0.0 -0.02
C 4.4381 -1.3063 1.3241 0.0 0.0 0.0 -0.09
C 4.8630 -1.3201 0.0140 0.0 0.0 0.0 -0.07
C 3.8783 -0.5902 -0.6760 0.0 0.0 0.0 -0.16
N 2.9395 -0.1630 0.1542 0.0 0.0 0.0 0.00
N 1.1783 -1.5609 2.3134 0.0 0.0 0.0 -0.02
C 1.0397 -2.4041 1.2664 0.0 0.0 0.0 -0.10
C -0.1343 -3.1018 1.4377 0.0 0.0 0.0 -0.08
C -0.6485 -2.6036 2.6487 0.0 0.0 0.0 -0.19
N 0.1412 -1.6772 3.1674 0.0 0.0 0.0 0.07
N 3.0358 -0.8490 3.8528 0.0 0.0 0.0 -0.01
C 2.8549 -1.9165 4.6564 0.0 0.0 0.0 -0.09
C 3.8194 -1.8769 5.6393 0.0 0.0 0.0 -0.09
C 4.5544 -0.7159 5.3444 0.0 0.0 0.0 -0.19
N 4.0861 -0.1078 4.2657 0.0 0.0 0.0 0.06
H 1.1427 3.9934 3.4359 0.0 0.0 0.0 0.08
H -0.7280 2.8174 1.7825 0.0 0.0 0.0 0.09
H 2.9367 1.9494 3.8719 0.0 0.0 0.0 0.10
H 4.8685 -1.7325 2.2153 0.0 0.0 0.0 0.11
H 5.7482 -1.7851 -0.3852 0.0 0.0 0.0 0.08
H 3.7893 -0.3804 -1.7321 0.0 0.0 0.0 0.11
H 1.7719 -2.4416 0.4756 0.0 0.0 0.0 0.12
H -0.5547 -3.8438 0.7804 0.0 0.0 0.0 0.09
H -1.5623 -2.8722 3.1578 0.0 0.0 0.0 0.09
H 2.0488 -2.6072 4.4789 0.0 0.0 0.0 0.11
H 3.9605 -2.5740 6.4477 0.0 0.0 0.0 0.07
H 5.4040 -0.3000 5.8648 0.0 0.0 0.0 0.09
O 1.6113 0.1045 -5.3019 0.0 0.0 0.0 -0.03
C 0.8410 -0.4132 -4.4758 0.0 0.0 0.0 -0.69
O 1.1229 -0.8708 -3.3348 -0.1 0.0 0.0 -0.20
C -0.6246 -0.5654 -4.9167 0.0 0.0 0.0 -0.05
C -0.8755 -1.1192 -6.1322 0.0 0.0 0.0 0.04
C -2.1979 -1.3526 -6.5824 0.0 0.0 0.0 -0.17
C -3.2747 -1.0110 -5.7945 0.0 0.0 0.0 0.05
C -3.0448 -0.4491 -4.5551 0.0 0.0 0.0 -0.08
C -1.7187 -0.1215 -4.0515 0.0 0.0 -0.1 -0.33
O -1.5327 0.5397 -3.0171 0.0 0.0 0.0 -0.15
N -4.2188 -0.1534 -3.7682 0.0 -0.1 0.0 -0.35
O -5.2780 0.0688 -4.3543 0.0 0.0 0.0 0.02
O -4.1395 -0.1757 -2.5498 0.0 0.1 0.0 0.03
N -2.4356 -1.9617 -7.8548 0.0 0.0 0.0 -0.38
O -1.4724 -2.2760 -8.5478 0.0 0.0 0.0 0.02
O -3.5958 -2.1557 -8.2202 0.0 0.0 0.0 0.00
H -0.0439 -1.3818 -6.7705 0.0 0.0 0.0 0.12
H -4.2836 -1.1914 -6.1304 0.0 0.0 0.0 0.12
C -4.6102 1.4420 0.3956 0.0 0.0 0.0 -0.34
As -2.9349 0.4787 0.7360 0.0 0.0 0.0 1.05
C -3.6793 -1.3270 0.5745 0.0 0.0 0.0 -0.32
C -2.9766 0.5819 2.6985 0.0 0.0 0.0 -0.34
H -5.4084 1.0708 1.0420 0.0 0.0 0.0 0.02
H -4.8822 1.2924 -0.6484 0.0 0.0 0.0 0.00
H -4.4639 2.5071 0.5787 0.0 0.0 0.0 0.01
H -4.5842 -1.4221 1.1783 0.0 0.0 0.0 0.02
H -2.9360 -2.0485 0.9128 0.0 0.0 0.0 -0.01
H -3.9112 -1.5139 -0.4726 0.0 0.0 0.0 0.00
H -3.9175 0.1862 3.0880 0.0 0.0 0.0 0.01
H -2.8652 1.6206 3.0129 0.0 0.0 0.0 0.01
H -2.1333 0.0175 3.0967 0.0 0.0 0.0 -0.01
F 1.8392 3.3245 -1.2566 0.0 0.0 0.0 0.16
C 1.0022 3.8306 -0.3768 0.0 0.0 0.0 -0.24
F -0.2568 3.6887 -0.7462 0.0 0.0 0.0 0.14
C 1.3519 5.2245 0.0783 0.0 0.0 0.0 -0.58
F 1.2639 6.1265 -0.9249 0.0 0.0 0.0 0.15
F 2.5991 5.2659 0.5427 0.0 0.0 0.0 0.17
F 0.5125 5.6216 1.0387 0.0 0.0 0.0 0.16
```
Positions in Å, forces in eV/Å.

The total energy is -130252.3287 eV. Its highest occupied orbital energy (alpha / beta) is -2.599 / -2.599 eV. As for the multiplicity: 2. Its orbital gap (alpha / beta) is 6.418 / 5.938 eV. As for the charge: -2. The energy above the lowest of the compared OMol25 structures with the same formula, charge and spin is 3.2 kcal per mole.

The following is a DFT calculation (ωB97M-V with the def2-TZVPD basis set) of a molecular structure, C24H23BrCaF5NO8P2STe in a non-equilibrium geometry.

Geometry as XYZ:
```
67
Properties=species:S:1:pos:R:3:forces:R:3:nbo_charge:R:1
Ca 0.6784 -0.9770 -0.8775 0.2 0.1 0.5 1.80
F -4.0911 -7.0699 -1.2682 -0.4 -0.4 0.2 -0.31
C -2.9524 -6.3757 -1.2082 -0.6 0.9 -0.1 0.23
C -2.9814 -5.0202 -1.5093 0.3 -0.6 -0.5 0.26
F -4.1223 -4.4702 -1.9960 0.5 -0.1 0.5 -0.31
C -1.7680 -4.3582 -1.5857 -0.7 -0.4 0.3 0.30
F -1.8246 -3.1326 -2.0457 0.0 1.5 -0.3 -0.30
C -0.5310 -4.9339 -1.3406 1.4 -0.1 -0.6 -0.23
S 0.9966 -4.0728 -1.7554 -1.0 -0.2 0.7 -0.53
C -0.5608 -6.3049 -1.0433 -0.7 0.5 -0.1 0.29
F 0.5649 -6.9978 -0.9657 0.5 -0.4 0.3 -0.30
C -1.7623 -7.0015 -0.9529 0.5 -0.4 0.0 0.27
F -1.7985 -8.3389 -0.7272 0.2 0.2 0.0 -0.33
N -1.3007 3.9495 -0.7028 -1.6 -0.2 0.7 -0.72
C -0.4287 2.7294 -0.7799 -0.5 -0.5 0.0 -0.65
C 0.8253 3.1218 -1.4942 1.7 -1.4 0.6 -0.65
P -1.4190 1.6161 -1.9103 2.0 1.4 -0.3 2.43
O -2.7223 1.4076 -1.0746 -0.6 -2.0 1.9 -1.07
O -1.7093 2.5173 -3.0438 -0.6 0.6 -0.7 -1.19
O -0.5510 0.4246 -2.1527 -0.2 -1.2 0.3 -1.25
P -0.0074 2.2188 0.9536 0.5 -0.7 -1.3 2.42
O -1.3354 2.0492 1.7638 -2.0 -0.9 0.3 -1.06
O 0.6210 3.4168 1.5291 0.9 1.0 0.4 -1.18
O 0.5988 0.8614 0.7252 0.5 -0.1 -0.1 -1.25
H -1.3796 4.3750 -1.6531 0.0 -0.3 0.9 0.45
H -0.9819 4.5446 0.0753 0.3 0.1 -0.5 0.44
H -2.2477 3.5848 -0.4108 0.9 0.5 -0.5 0.45
H 0.6047 3.7180 -2.3313 -0.4 0.4 -1.7 0.20
H 1.4059 2.1857 -1.7884 -0.8 1.4 0.2 0.26
H 1.4973 3.7493 -0.9112 -0.1 -0.3 0.5 0.23
H -2.5592 0.6801 -0.3354 -0.5 1.0 -1.0 0.54
H -1.7550 1.1548 1.5911 0.3 0.5 0.1 0.53
Br -5.9302 -1.4941 4.8061 0.3 -0.3 -0.3 0.02
C -4.6100 -2.3748 3.7370 1.8 0.3 -1.2 -0.11
C -4.4385 -3.7462 3.7650 -1.1 -0.6 0.4 -0.25
C -3.4350 -4.3837 3.0115 -0.3 0.3 0.1 -0.22
C -2.5527 -3.6750 2.2158 -1.4 1.6 1.4 -0.16
C -2.7143 -2.2605 2.1913 0.2 -1.4 -0.2 -0.15
C -3.7158 -1.6262 2.9162 -0.7 -0.6 1.0 -0.13
C -1.8631 -1.4238 1.2817 -0.7 1.8 0.0 0.81
O -0.7599 -1.7859 0.8818 0.5 -0.9 -0.4 -0.76
O -2.4141 -0.2997 1.0123 0.1 -0.1 -0.3 -0.83
H -5.1848 -4.3315 4.3455 0.8 0.3 -0.4 0.21
H -3.3575 -5.4572 3.0360 -0.1 -0.2 0.1 0.21
H -1.7864 -4.1968 1.7137 0.8 -0.1 -0.8 0.24
H -3.7641 -0.5491 2.8846 -0.1 0.0 -0.1 0.24
C 3.5687 5.5861 0.4609 -2.4 -1.3 1.8 -0.66
C 3.7172 4.1403 0.0306 1.5 0.9 0.9 0.06
C 3.8187 3.1042 0.9777 -0.3 -2.0 -1.5 -0.26
C 3.9778 1.7332 0.5499 -0.9 2.7 -2.1 -0.01
C 3.7629 0.6619 1.5317 -0.9 0.3 1.5 -0.64
C 4.0256 1.4993 -0.8956 0.0 -1.6 2.5 -0.19
Te 4.0166 -0.5794 -1.6013 -0.4 0.7 0.4 -0.56
C 3.9766 2.5560 -1.7602 0.5 0.3 -0.4 -0.08
C 4.0020 2.3213 -3.2343 -0.7 -2.3 0.1 -0.64
C 3.9055 3.8703 -1.2861 -0.1 -2.4 0.2 -0.28
H 2.4787 5.7172 0.7072 0.5 0.2 -0.7 0.22
H 3.9256 6.3994 -0.1252 0.4 0.2 -0.8 0.20
H 3.9273 5.6601 1.4687 0.8 0.3 0.6 0.21
H 3.5511 3.2634 2.0074 0.2 0.3 0.3 0.21
H 3.6736 1.1238 2.5369 -0.1 -0.2 -0.4 0.19
H 4.5310 -0.0613 1.6009 1.0 -0.8 -0.2 0.22
H 2.8258 0.1075 1.3523 0.3 0.4 -0.1 0.25
H 3.1959 1.5734 -3.5408 1.1 0.8 0.4 0.24
H 4.9607 1.9015 -3.5500 -0.1 -0.1 0.0 0.22
H 3.8306 3.1974 -3.7699 -0.3 1.7 -0.9 0.19
H 3.8512 4.5770 -2.0331 -0.1 2.0 -1.3 0.18
```
Positions in Å, forces in eV/Å.

The total energy is -181918.4117 eV. Its highest occupied orbital energy is -1.830 eV. As for the multiplicity: 1. Its orbital gap is 5.375 eV. As for the charge: -2. The energy above the lowest of the compared OMol25 structures with the same formula, charge and spin is 4.8 kcal per mole.

The following is a DFT calculation (ωB97M-V with the def2-TZVPD basis set) of a molecular structure, C24H23BrCl3N3O8PmSi in a non-equilibrium geometry.

Geometry as XYZ:
```
64
Properties=species:S:1:pos:R:3:forces:R:3:lowdin_charge:R:1
Pm -0.1827 -1.4985 0.3421 0.8 -0.6 0.9 1.24
O -4.5470 -2.2057 5.4308 -0.2 0.1 0.2 0.08
C -3.6537 -2.2516 4.4242 0.6 0.0 -0.5 -0.31
C -2.2935 -2.0097 4.5948 -0.3 0.0 0.0 0.02
C -1.4449 -2.1151 3.5088 0.1 0.0 0.4 -0.09
N -1.8518 -2.4548 2.2827 -0.2 0.0 -0.1 -0.03
C -3.1557 -2.6597 2.1397 -0.1 -0.1 0.0 -0.72
Br -3.7612 -3.1724 0.4324 -0.4 -0.1 0.1 0.80
C -4.0970 -2.5770 3.1459 0.0 0.1 0.2 -0.04
H -4.1028 -1.9748 6.2568 0.0 0.0 -0.2 0.11
H -1.8975 -1.7460 5.5637 0.1 0.0 0.1 0.12
H -0.3807 -1.9508 3.6532 -0.1 0.1 0.0 0.08
H -5.1398 -2.7652 2.9551 -0.1 0.0 0.0 0.11
N 3.0480 -4.0750 1.4532 0.2 -0.2 -0.3 -0.04
C 3.0285 -3.5077 2.7884 -0.3 0.3 0.1 -0.18
C 1.8500 -2.5216 2.9524 0.6 -0.5 0.7 -0.63
O 1.5237 -2.1893 4.0880 0.2 0.0 0.2 0.01
O 1.2980 -2.1152 1.8821 0.2 -0.1 0.2 -0.31
H 3.8491 -4.6859 1.3318 -0.1 0.1 0.0 0.07
H 3.1124 -3.3314 0.7653 0.0 -0.1 0.0 -0.02
H 3.9473 -2.9559 3.0532 -0.2 -0.1 0.0 0.12
H 2.9006 -4.3049 3.5263 0.0 0.2 0.0 0.11
O -2.3293 2.4873 -5.7115 -0.5 -0.3 -0.6 0.00
C -1.6123 2.7796 -4.7652 0.2 -0.8 0.8 -0.71
O -1.0160 3.8291 -4.4766 0.2 0.7 0.2 -0.04
C -1.3094 1.6578 -3.7143 0.1 0.4 -0.4 -0.07
C -0.4001 0.6420 -4.0115 -0.3 0.1 0.1 0.00
C 0.0037 -0.2312 -3.0225 0.2 -0.2 0.0 -0.14
N -0.4694 -0.1941 -1.7718 -0.5 0.5 -0.4 -0.03
C -1.3947 0.7492 -1.4985 -0.1 -0.1 -0.3 -0.19
C -1.8083 1.6998 -2.4149 0.0 -0.3 0.1 0.06
C -2.0146 0.6346 -0.1154 -0.9 1.6 -0.6 -0.61
O -2.4121 1.6379 0.4696 0.0 -0.3 -0.2 0.06
O -2.0817 -0.5575 0.3256 -1.4 0.4 0.3 -0.24
H -0.0192 0.5355 -5.0166 0.1 0.0 -0.1 0.12
H 0.7306 -1.0122 -3.2308 0.0 0.1 0.1 0.08
H -2.5284 2.4455 -2.1124 0.0 0.1 0.0 0.14
C 1.9640 3.2566 -3.9359 -0.1 0.1 -0.1 -0.04
C 1.6689 2.9064 -2.5160 0.0 0.0 0.3 -0.23
C 2.3056 1.8586 -1.8528 -0.1 0.0 0.1 0.00
C 1.9489 1.4834 -0.5691 0.0 0.2 0.1 -0.20
C 2.8268 0.5064 0.1671 0.0 -0.1 0.1 -0.07
C 0.8999 2.1779 0.0836 0.3 0.1 -0.5 -0.12
C 0.2734 1.6645 1.2819 0.0 0.5 0.2 -0.15
O 0.2189 0.4740 1.5931 0.1 0.5 0.1 -0.10
C 0.3540 3.3337 -0.5233 0.3 -0.1 0.1 -0.20
C -0.6683 4.1770 0.1656 -0.2 0.0 0.0 -0.03
C 0.7380 3.6620 -1.8106 0.1 0.0 0.1 0.00
H 2.3771 2.4096 -4.4803 0.1 0.0 0.0 0.08
H 2.6661 4.0906 -3.9971 0.1 0.0 0.0 0.09
H 1.0313 3.5795 -4.4060 0.1 -0.1 -0.1 0.06
H 3.0969 1.3161 -2.3528 0.1 -0.1 -0.1 0.12
H 3.3793 -0.1171 -0.5347 -0.1 0.0 0.1 0.05
H 2.2978 -0.1345 0.8769 0.3 0.1 -0.2 0.03
H 3.5548 1.0849 0.7443 0.0 0.0 0.0 0.10
H -0.2275 2.3973 1.9318 0.0 -0.2 0.0 0.14
H -1.5761 3.6006 0.3363 -0.1 0.1 0.0 0.07
H -0.9138 5.0353 -0.4521 0.0 0.1 0.0 0.08
H -0.3017 4.5324 1.1278 0.0 0.1 0.1 0.09
H 0.2658 4.4942 -2.3109 -0.1 0.0 -0.1 0.12
Cl 1.8672 -2.3639 -1.0892 0.7 -0.8 -0.5 0.07
Si 0.4053 -4.3755 -0.1029 0.4 0.4 -0.1 -0.05
Cl 1.2282 -5.7005 -1.4133 0.3 -0.7 -0.5 0.14
Cl -1.0706 -3.3868 -1.4657 -0.3 -0.8 -0.7 0.03
```
Positions in Å, forces in eV/Å.

The total energy is -178164.5211 eV. Its highest occupied orbital energy (alpha / beta) is -5.700 / -5.699 eV. As for the multiplicity: 5. Its orbital gap (alpha / beta) is 7.494 / 7.524 eV. As for the charge: -1. The energy above the lowest of the compared OMol25 structures with the same formula, charge and spin is 26.0 kcal per mole.